Arrangement A

Here is a 2-piece molecular cluster, C4H2F2O overall from OMol25. Energies are from ωB97M-V/def2-TZVPD.

Last column: natural (NBO) charge in e.
Positions of all 9 atoms, in Å:
C: 1.98090 -2.28007 -0.24864  0.041
C: 1.28908 -1.37556 -0.04127  -0.409
C: -0.00294 0.36663 0.09030  0.032
C: -1.32324 0.14171 0.15729  0.772
O: 0.42244 1.28966 -0.77056  -0.624
F: -2.15005 0.67084 -0.74728  -0.281
F: -1.96832 -0.55912 1.03996  -0.258
H: 0.48101 0.30342 1.00888  0.241
H: 1.27113 1.44249 -0.48868  0.487

Computed properties:
**HOMO-LUMO gap (spin up / spin down)**: 8.6341 / 7.3103 eV

---

Arrangement B

Here is a 2-piece molecular cluster, C4H2F2O overall from OMol25. Energies are from ωB97M-V/def2-TZVPD.

Last column: natural (NBO) charge in e.
Positions of all 9 atoms, in Å:
C: 1.45819 -1.91538 -0.15852  0.292
C: 0.83211 -0.84215 -0.05338  -0.598
C: -0.32314 -0.00702 -0.61562  0.167
C: 0.42963 0.50371 0.51709  0.693
O: -1.61402 -0.35026 -0.57112  -0.653
F: -0.20729 0.36825 1.67579  -0.313
F: 1.16491 1.64376 0.52388  -0.291
H: 0.16077 0.84968 -1.70358  0.206
H: -1.90115 -0.25059 0.38547  0.498

Computed properties:
**HOMO-LUMO gap**: 9.8597 eV

---

Which is the most stable structure? arrangement B is the most stable.

---

Arrangement A

Here is one molecule with the formula C2H2OS from OMol25. Energies are from ωB97M-V/def2-TZVPD.

Last column: natural (NBO) charge in e.
Positions of all 6 atoms, in Å:
C: -1.39787 0.48141 -1.33567  0.459
C: 0.95926 -0.26905 0.64645  -0.535
O: -2.38561 0.07166 -0.95013  -0.493
S: 0.37892 1.03893 -0.05402  0.179
H: 0.46172 -0.85742 1.32319  0.191
H: 1.98358 -0.46553 0.37018  0.198

Computed properties:
**HOMO-LUMO gap**: 8.4321 eV

---

Arrangement B

Here is a 2-piece molecular cluster, C2H2OS overall from OMol25. Energies are from ωB97M-V/def2-TZVPD.

Last column: natural (NBO) charge in e.
Positions of all 6 atoms, in Å:
C: -0.60620 -0.29790 -0.76310  -0.255
C: -1.65160 0.00940 -0.22770  -0.223
H: 0.21647 -0.63653 -1.44981  0.258
H: -2.55822 0.17687 0.15817  0.216
O: 2.83954 -0.10541 1.09019  -0.708
S: 1.76002 0.85357 1.19226  0.713

Computed properties:
**HOMO-LUMO gap (spin up / spin down)**: 7.8341 / 7.5968 eV

---

Which is the most stable structure? arrangement A is the most stable.

---

Arrangement A

Here is one molecule with the formula C22H24N2O5 from OMol25. Energies are from ωB97M-V/def2-TZVPD.

Last column: natural (NBO) charge in e.
Positions of all 53 atoms, in Å:
C: -6.91676 0.11507 -1.63608  -0.244
O: -5.76870 0.64456 -1.02710  -0.541
C: -4.80816 -0.33674 -0.71415  -0.049
C: -3.62037 0.34059 -0.04272  -0.231
C: -3.94182 0.92094 1.33672  -0.411
C: -2.56447 1.06340 1.96941  -0.211
N: -1.79960 -0.03259 1.39564  -0.405
C: -0.61418 -0.37188 1.92538  0.649
O: -0.13704 0.21313 2.88589  -0.617
C: 0.12837 -1.47912 1.27393  0.043
C: 1.53191 -1.65557 1.37539  -0.299
C: 1.77986 -2.75363 0.60104  0.272
C: 3.06618 -3.33625 0.11550  -0.110
O: 3.55477 -2.60072 -0.99798  -0.513
C: 3.70338 -1.24165 -0.74430  0.256
C: 4.80529 -0.76762 -0.08707  -0.243
C: 4.93817 0.59477 0.21403  -0.310
C: 3.94072 1.48294 -0.10885  0.337
O: 3.96350 2.81263 0.17004  -0.494
C: 5.07289 3.33733 0.85739  -0.250
C: 2.77387 1.01938 -0.78705  -0.116
C: 1.71054 1.88661 -1.10448  -0.169
C: 0.59877 1.42284 -1.75227  -0.222
C: 0.51613 0.07816 -2.13956  -0.214
C: 1.53210 -0.78716 -1.84459  -0.211
C: 2.67000 -0.34878 -1.13687  0.001
O: 0.61878 -3.20522 0.09886  -0.260
N: -0.39100 -2.41529 0.51598  -0.112
C: -2.46956 -0.62413 0.25792  -0.215
H: -7.42036 -0.60521 -0.97894  0.164
H: -7.58125 0.95396 -1.83118  0.195
H: -6.67187 -0.38580 -2.58129  0.164
H: -5.24409 -1.09413 -0.04267  0.162
H: -4.47827 -0.84989 -1.63224  0.166
H: -3.27382 1.14468 -0.69695  0.208
H: -4.47745 1.86402 1.27277  0.229
H: -4.54721 0.21126 1.90185  0.201
H: -2.56629 0.98070 3.05804  0.223
H: -2.09350 2.01659 1.70362  0.197
H: 2.21432 -1.04618 1.92706  0.258
H: 2.91480 -4.35385 -0.24938  0.218
H: 3.80002 -3.33222 0.93289  0.193
H: 5.58662 -1.45196 0.20871  0.222
H: 5.83240 0.91809 0.72218  0.221
H: 4.86988 4.40058 0.97547  0.202
H: 5.18645 2.87927 1.84494  0.179
H: 5.99773 3.20698 0.28617  0.177
H: 1.79581 2.92334 -0.81995  0.229
H: -0.21629 2.09352 -1.98178  0.214
H: -0.35279 -0.27007 -2.67976  0.214
H: 1.48276 -1.82246 -2.14790  0.228
H: -1.78115 -0.73954 -0.58072  0.225
H: -2.85003 -1.61765 0.51900  0.203

Computed properties:
**HOMO-LUMO gap**: 8.5293 eV

---

Arrangement B

Here is one molecule with the formula C22H24N2O5 from OMol25. Energies are from ωB97M-V/def2-TZVPD.

Last column: natural (NBO) charge in e.
Positions of all 53 atoms, in Å:
C: -1.89600 -2.68693 2.95065  -0.208
O: -2.19028 -2.20684 1.54922  -0.524
C: -2.17903 -1.00758 1.20483  0.339
C: -1.57283 -0.20045 1.82989  -0.364
C: -1.50303 1.20201 1.55530  -0.235
C: -2.02328 1.52585 0.44260  0.276
O: -1.81528 2.84194 -0.21045  -0.580
C: -0.63070 3.81718 0.12679  -0.155
C: 0.54066 3.02815 0.29940  0.342
C: 1.04495 2.07198 -0.79041  -0.297
C: 2.17514 1.75197 0.08129  0.093
C: 3.28747 0.85785 -0.86652  0.770
O: 4.10165 1.02606 -1.55488  -0.470
N: 3.31698 -0.70862 -0.03885  -0.551
C: 4.24772 -1.50771 -0.48688  -0.194
C: 3.40797 -2.73285 -1.25307  -0.403
C: 2.40554 -3.13009 -0.19789  -0.449
C: 1.53496 -2.15758 0.46298  -0.283
C: 0.61745 -1.67395 -0.52703  -0.059
O: -0.52686 -2.49913 -0.85210  -0.757
C: 2.40965 -0.82790 0.92513  -0.189
N: 2.45137 2.39352 1.12006  -0.159
O: 1.33047 3.14989 1.40778  -0.275
C: -2.66721 0.72272 -0.63231  -0.019
C: -3.24060 1.06410 -1.86044  -0.161
C: -3.82102 0.06276 -2.51828  -0.228
C: -4.08162 -0.99740 -2.00937  -0.148
C: -3.60717 -1.45810 -0.91695  -0.222
C: -2.77953 -0.80173 -0.14092  -0.021
H: -0.71665 -2.55780 3.01042  0.178
H: -2.16117 -3.70353 2.89053  0.210
H: -2.30255 -2.07449 3.53974  0.170
H: -1.15137 -0.20725 2.89957  0.227
H: -1.05811 2.05818 2.18468  0.225
H: -0.80466 3.93465 1.24299  0.207
H: -0.67815 4.65594 -0.59795  0.253
H: 0.77161 1.64160 -1.59188  0.223
H: 4.86017 -1.21450 -1.26095  0.216
H: 4.77512 -1.96866 0.34854  0.172
H: 2.99541 -2.16414 -2.00368  0.193
H: 4.16090 -3.49779 -1.56777  0.212
H: 1.76712 -3.96362 -0.37811  0.229
H: 2.88221 -3.68101 0.70811  0.198
H: 0.77493 -2.39049 1.30584  0.211
H: 1.03727 -1.45992 -1.56155  0.184
H: -0.08410 -0.63969 -0.38547  0.165
H: -1.10551 -2.78112 -0.33961  0.455
H: 1.66964 -0.20106 1.41357  0.254
H: 3.09954 -1.43408 1.80114  0.141
H: -3.02203 1.88679 -2.06822  0.189
H: -4.34045 0.34473 -3.34590  0.213
H: -4.56942 -1.93697 -2.75035  0.187
H: -3.60484 -2.46860 -0.39762  0.219

Computed properties:
**HOMO-LUMO gap**: 7.4159 eV

---

Which is the most stable structure? arrangement A is the most stable.

---

Arrangement A

Here is a 2-piece molecular cluster, C5H7NO overall from OMol25. Energies are from ωB97M-V/def2-TZVPD.

Last column: natural (NBO) charge in e.
Positions of all 14 atoms, in Å:
C: 0.45928 -0.03225 -0.18340  -0.159
C: 0.46555 1.21461 0.39813  -0.274
C: 0.34835 1.28238 1.80735  0.041
N: 0.12818 0.24281 2.63117  -0.408
C: 0.14180 -0.98422 1.97725  0.021
C: 0.30906 -1.17891 0.60881  -0.274
H: 0.47456 -0.11736 -1.27799  0.211
H: 0.77064 2.09545 -0.18209  0.222
H: 0.41650 2.25541 2.31152  0.192
H: 0.16297 -1.79442 2.71802  0.200
H: 0.33945 -2.14093 0.08041  0.228
O: -1.68848 -0.22068 -3.44257  -0.937
H: -1.40559 -1.01617 -3.94797  0.471
H: -0.92232 0.39422 -3.49864  0.468

Computed properties:
**HOMO-LUMO gap**: 10.2638 eV

---

Arrangement B

Here is one molecule with the formula C5H7NO from OMol25. Energies are from ωB97M-V/def2-TZVPD.

Last column: natural (NBO) charge in e.
Positions of all 14 atoms, in Å:
C: -1.97273 1.00472 0.63084  -0.459
N: -1.27302 0.16379 -0.26740  -0.588
C: -0.12931 -0.35275 0.10761  0.595
O: 0.52141 -0.04114 1.20803  -0.483
C: 1.62433 0.22534 0.13863  0.015
C: 2.12590 -1.10378 -0.23943  -0.484
C: 0.81274 -0.78528 -0.83067  -0.344
H: -3.01270 1.14350 0.25848  0.205
H: -2.22104 0.57490 1.63008  0.223
H: -1.76512 2.06422 0.93683  0.216
H: -0.72831 0.82014 -1.15487  0.409
H: 2.08138 -1.86409 0.52738  0.220
H: 2.91309 -1.20750 -0.98886  0.239
H: 0.78581 -0.69277 -1.91136  0.237

Computed properties:
**HOMO-LUMO gap**: 8.9157 eV

---

Arrangement C

Here is one molecule with the formula C5H7NO from OMol25. Energies are from ωB97M-V/def2-TZVPD.

Last column: natural (NBO) charge in e.
Positions of all 14 atoms, in Å:
O: -3.15212 -0.32300 0.41255  -0.639
C: -2.10162 0.22718 0.71622  0.277
N: -1.08247 0.52121 -0.45686  -0.628
C: -0.43955 -0.61838 -0.17462  0.176
C: 1.03257 -0.85347 -0.39204  -0.552
C: 1.92286 0.30596 -0.32666  -0.039
C: 2.70527 1.22024 -0.34586  -0.197
H: -1.98075 1.10389 1.38015  0.178
H: -0.50697 1.35529 -0.34032  0.380
H: -1.05151 -1.51336 -0.28024  0.220
H: -1.21540 -0.53275 1.34863  0.042
H: 1.39135 -1.66523 0.24932  0.264
H: 1.06450 -1.24783 -1.42062  0.275
H: 3.41384 2.02023 -0.36966  0.244

Computed properties:
**HOMO-LUMO gap**: 8.8691 eV

---

Arrangement D

Here is one molecule with the formula C5H7NO from OMol25. Energies are from ωB97M-V/def2-TZVPD.

Last column: natural (NBO) charge in e.
Positions of all 14 atoms, in Å:
O: 2.65400 -0.56368 1.90315  -0.696
C: 2.45237 0.16530 0.71004  -0.133
C: 1.03575 0.26767 0.32098  -0.033
C: -0.13449 0.36582 0.03985  -0.032
C: -1.53474 0.49314 -0.30834  -0.164
C: -2.03327 -0.17882 -1.53731  -0.236
N: -2.41738 -0.67655 -0.22539  -0.556
H: 2.10706 -0.15755 2.58772  0.469
H: 2.87366 1.18041 0.77806  0.188
H: 3.01385 -0.36467 -0.06497  0.208
H: -2.00893 1.41914 0.00833  0.223
H: -1.30791 -0.73989 -2.12285  0.202
H: -2.83287 0.28595 -2.10689  0.202
H: -1.86710 -1.49627 0.01762  0.358

Computed properties:
**HOMO-LUMO gap**: 10.1963 eV

---

Which is the most stable structure? arrangement A is the most stable.

---

Arrangement A

Here is one molecule with the formula C5H8S from OMol25. Energies are from ωB97M-V/def2-TZVPD.

Last column: natural (NBO) charge in e.
Positions of all 14 atoms, in Å:
C: -0.00818 -1.69170 -0.27882  -0.525
C: -0.03660 -0.69370 0.89174  -0.409
C: 0.46035 0.70378 0.46826  -0.237
C: -0.59720 1.58959 -0.09461  -0.425
C: 0.35067 0.82859 -1.04260  -0.381
S: -0.10520 -0.72213 -1.79250  0.215
H: -0.82745 -2.41500 -0.25004  0.224
H: 0.86099 -2.29008 -0.31167  0.207
H: 0.53476 -1.08623 1.74910  0.215
H: -1.03949 -0.52439 1.24058  0.207
H: 1.27199 0.99117 1.13642  0.228
H: -1.62537 1.23399 -0.14021  0.222
H: -0.27344 2.59533 0.05721  0.221
H: 1.03417 1.48077 -1.63284  0.237

Computed properties:
**HOMO-LUMO gap**: 9.2712 eV

---

Arrangement B

Here is one molecule with the formula C5H8S from OMol25. Energies are from ωB97M-V/def2-TZVPD.

Last column: natural (NBO) charge in e.
Positions of all 14 atoms, in Å:
C: 2.16419 -0.86695 -0.06146  -0.633
C: 0.71625 -0.43197 -0.01994  -0.164
C: 0.22788 0.77368 0.00064  -0.213
C: -1.23478 1.03380 -0.28514  -0.501
C: -2.18506 0.11481 0.56896  -0.256
S: -3.33956 -0.72615 -0.18384  0.051
H: 2.29150 -1.46296 -1.00126  0.217
H: 2.21002 -1.56099 0.79094  0.216
H: 2.90843 -0.08447 -0.00182  0.211
H: 0.17823 -1.33765 -0.11781  0.192
H: 0.92708 1.63586 0.02929  0.205
H: -1.33664 0.91388 -1.36523  0.238
H: -1.58231 2.03138 -0.00856  0.229
H: -1.94522 -0.03227 1.65526  0.208

Computed properties:
**HOMO-LUMO gap**: 8.5456 eV

---

Which is the most stable structure? arrangement A is the most stable.